[1]
Below is a structure of composition C53H56AsBiCl2FNO4SSb2 at a distorted geometry, with properties calculated with ωB97M-V/def2-TZVPD.

Summary:
Strongest force on any atom (hartree/bohr): 0.042
Multiplicity: 1
LUMO energy (eV): -0.80
Kohn-Sham gap (eV): 6.84

Element x y z (Å)
Bi 0.06826 -0.46463 -0.38716
Cl -4.26690 2.46410 6.47352
C -3.27550 1.89080 5.17207
C -1.88701 1.88022 5.31969
C -1.10713 1.39942 4.30340
Cl 0.61067 1.49656 4.44541
C -1.61953 0.87613 3.07029
O -0.80419 0.35578 2.21691
C -3.04443 1.04964 2.91712
C -3.73983 0.93064 1.66840
O -3.25076 0.81364 0.55093
C -3.83594 1.50017 3.99195
H -1.42892 2.26175 6.22125
H -4.83518 1.04466 1.74800
H -4.90733 1.56970 3.84846
O -0.94362 2.89629 0.50620
H -1.75694 2.54904 0.11655
H -0.69992 2.23264 1.17541
S 1.78154 -0.72032 -2.26181
C 1.75268 -2.33366 -2.72289
N 1.77440 -3.42875 -3.08860
F 0.03473 -2.63896 -0.56151
C -1.49108 -6.70599 -1.80489
C -2.23264 -6.32212 -0.69589
C -2.64543 -5.00462 -0.56815
C -2.33486 -4.06778 -1.54974
C -1.61454 -4.46242 -2.66735
C -1.19174 -5.77935 -2.79131
Sb -2.75942 -2.01463 -1.05152
C -4.87288 -2.46671 -0.90293
C -5.48590 -3.26373 -1.86444
C -6.80955 -3.64775 -1.71635
C -7.53644 -3.23449 -0.60725
C -6.93037 -2.44987 0.36116
C -5.60000 -2.07757 0.21583
C -2.84447 -1.25599 -3.06980
C -1.67162 -1.18895 -3.81813
C -1.69682 -0.76025 -5.13826
C -2.89508 -0.36555 -5.71560
C -4.06236 -0.38727 -4.96420
C -4.03742 -0.83184 -3.64881
H -1.13564 -7.72505 -1.89090
H -2.46357 -7.04010 0.08192
H -3.21750 -4.69867 0.30408
H -1.36277 -3.74876 -3.44010
H -0.59696 -6.06817 -3.64826
H -4.91617 -3.59153 -2.72661
H -7.27397 -4.28016 -2.46236
H -8.56992 -3.53514 -0.49361
H -7.49050 -2.13833 1.23392
H -5.11716 -1.48695 0.98562
H -0.72912 -1.48695 -3.37509
H -0.78053 -0.74755 -5.71514
H -2.91915 -0.03404 -6.74576
H -4.99857 -0.07078 -5.40745
H -4.95438 -0.86586 -3.07342
O 1.46687 1.50135 -0.55757
As 1.28868 3.14400 -0.78733
C 1.54752 4.04347 0.91136
C 2.39677 3.36905 1.78120
C 2.69157 3.90340 3.02500
C 2.12798 5.11031 3.40820
C 1.27187 5.77734 2.54416
C 0.98197 5.25132 1.29477
C -0.22556 3.60278 -1.90604
C -0.81533 4.85928 -1.88131
C -1.93942 5.10897 -2.65305
C -2.46567 4.11196 -3.46341
C -1.86520 2.86180 -3.50621
C -0.74839 2.60940 -2.72434
C 2.80450 3.71367 -1.86639
C 2.64350 3.92178 -3.23196
C 3.70524 4.38803 -3.99212
C 4.93151 4.63250 -3.39184
C 5.10279 4.40179 -2.03420
C 4.04020 3.94552 -1.27101
H 2.80363 2.40906 1.48169
H 3.35349 3.37433 3.69803
H 2.34743 5.51918 4.38547
H 0.82339 6.71371 2.84924
H 0.30264 5.78278 0.64461
H -0.39830 5.64617 -1.26834
H -2.41151 6.08226 -2.61973
H -3.33766 4.31023 -4.07265
H -2.26505 2.08110 -4.13983
H -0.26769 1.63627 -2.76891
H 1.68458 3.71988 -3.69403
H 3.57274 4.57635 -5.04922
H 5.75786 5.00099 -3.98511
H 6.06041 4.59522 -1.56933
H 4.15739 3.76321 -0.20953
C 3.61267 -1.12638 3.69357
C 2.35218 -1.97356 3.76566
C 1.46418 -1.59620 4.93740
Sb 1.29954 -1.94491 1.80369
C 2.73435 -3.30044 0.78723
C 3.84071 -2.51325 0.08738
C 3.37044 -4.34531 1.69685
C -0.32404 -3.39320 2.22494
C -1.58930 -2.65212 2.65096
C 0.01347 -4.48601 3.23142
H 4.18799 -1.22978 4.61808
H 3.36486 -0.07150 3.56231
H 4.24877 -1.43798 2.86453
H 2.61803 -3.02888 3.84321
H 1.28149 -0.52692 4.96347
H 1.95112 -1.88256 5.87444
H 0.50197 -2.10532 4.89127
H 2.10876 -3.79108 0.04043
H 4.56663 -2.13022 0.80812
H 3.45549 -1.67515 -0.48748
H 4.37373 -3.16972 -0.60514
H 4.09951 -3.88850 2.36918
H 3.90094 -5.07904 1.08479
H 2.63869 -4.88578 2.29374
H -0.49176 -3.85824 1.25470
H -1.49537 -2.25360 3.66421
H -2.44247 -3.33719 2.63432
H -1.81067 -1.81910 1.98388
H 0.30387 -4.08657 4.20378
H 0.80612 -5.13882 2.87181
H -0.87402 -5.10731 3.38116

Löwdin population analysis, charges in e, atoms 1 to 99:
1. Bi 1.361
2. Cl 0.652
3. C -0.685
4. C -0.122
5. C -0.543
6. Cl 0.785
7. C -0.404
8. O -0.301
9. C -0.124
10. C -0.241
11. O -0.066
12. C -0.075
13. H 0.106
14. H 0.122
15. H 0.111
16. O -0.095
17. H 0.053
18. H 0.028
19. S 0.512
20. C -0.822
21. N 0.098
22. F -0.687
23. C -0.093
24. C -0.092
25. C -0.151
26. C -0.379
27. C -0.120
28. C -0.082
29. Sb 1.494
30. C -0.375
31. C -0.136
32. C -0.081
33. C -0.092
34. C -0.090
35. C -0.131
36. C -0.362
37. C -0.168
38. C -0.085
39. C -0.100
40. C -0.090
41. C -0.123
42. H 0.099
43. H 0.099
44. H 0.092
45. H 0.081
46. H 0.103
47. H 0.104
48. H 0.103
49. H 0.100
50. H 0.101
51. H 0.077
52. H 0.037
53. H 0.108
54. H 0.101
55. H 0.102
56. H 0.091
57. O -0.728
58. As 1.234
59. C -0.290
60. C -0.124
61. C -0.102
62. C -0.075
63. C -0.068
64. C -0.077
65. C -0.323
66. C -0.086
67. C -0.068
68. C -0.068
69. C -0.051
70. C -0.101
71. C -0.269
72. C -0.086
73. C -0.075
74. C -0.080
75. C -0.076
76. C -0.086
77. H 0.102
78. H 0.105
79. H 0.107
80. H 0.107
81. H 0.088
82. H 0.092
83. H 0.107
84. H 0.107
85. H 0.096
86. H 0.074
87. H 0.098
88. H 0.106
89. H 0.105
90. H 0.106
91. H 0.095
92. C -0.140
93. C -0.518
94. C -0.160
95. Sb 1.527
96. C -0.521
97. C -0.164
98. C -0.139
99. C -0.507



[2]
Below is a structure of composition C53H59AsN6S3Sc, with properties calculated with ωB97M-V/def2-TZVPD.

Summary:
Strongest force on any atom (hartree/bohr): 0.019
Multiplicity: 1
LUMO energy (eV): 2.36
Net charge: -1
Kohn-Sham gap (eV): 6.45

Element x y z (Å)
Sc -0.50437 -0.48219 1.35583
C -0.56184 -1.29365 7.06714
S 0.42197 -0.27323 5.93884
C 0.22662 -1.12643 4.36192
S -1.17252 -2.01643 3.97177
N 1.21101 -0.88142 3.55840
N 1.20562 -1.58682 2.32733
C 1.65902 -2.80752 2.44593
C 1.84177 -3.70596 1.40131
C 2.20756 -5.04341 1.56569
C 2.23206 -5.94378 0.53820
C 1.79612 -5.48719 -0.74368
C 1.45196 -4.21365 -0.97772
N 1.61701 -3.16759 0.03996
H -0.86948 -0.66596 7.90092
H 0.03093 -2.13369 7.42479
H -1.42634 -1.64981 6.51190
H 1.91186 -3.16138 3.44323
H 2.43660 -5.35272 2.57873
H 2.51248 -6.97415 0.69625
H 1.71795 -6.19380 -1.55985
H 1.11266 -3.83863 -1.93055
S -0.89354 4.20107 2.38445
C 0.17594 3.51449 3.53276
C 0.36202 2.18406 3.33493
C -0.36073 1.63422 2.22514
C -1.09110 2.63223 1.62480
C -2.01478 2.45374 0.52208
C -2.71005 3.51114 -0.07450
C -3.59390 3.25053 -1.10164
C -3.79388 1.93351 -1.49273
C -3.05904 0.94706 -0.86198
N -2.17059 1.18956 0.09347
H 0.59836 4.14056 4.30446
H 1.01381 1.59700 3.96722
H -2.54614 4.52007 0.28095
H -4.12628 4.05765 -1.58928
H -4.50464 1.67846 -2.26663
H -3.18811 -0.09659 -1.12732
C -7.35646 -1.13018 0.68153
C -5.99366 -0.74297 1.20226
C -5.85566 0.28969 2.11750
C -4.58163 0.61723 2.57927
C -4.37031 1.78078 3.51352
C -3.49824 -0.12278 2.16145
C -3.57088 -1.18196 1.21970
C -4.87910 -1.43399 0.74041
N -2.39050 -1.76068 0.82997
C -2.28724 -3.09245 0.19100
C -1.67698 -2.92223 -1.21002
C -1.33752 -3.94199 1.05629
C -3.53810 -3.97365 0.03335
H -8.13406 -0.49266 1.10309
H -7.58619 -2.16576 0.94217
H -7.39801 -1.04916 -0.40735
H -6.72338 0.84139 2.46377
H -5.30934 2.08783 3.97599
H -3.96443 2.63683 2.96669
H -3.65675 1.52577 4.29873
H -2.53483 0.13150 2.58519
H -5.06190 -2.15085 -0.04108
H -0.83527 -2.22691 -1.16797
H -2.41634 -2.50185 -1.89576
H -1.33525 -3.88005 -1.61085
H -0.52431 -3.33406 1.44235
H -0.92871 -4.79378 0.50503
H -1.87723 -4.30877 1.93011
H -4.17000 -3.66731 -0.79997
H -4.12529 -3.99099 0.95035
H -3.20058 -4.99275 -0.16971
C 4.50634 6.11644 0.20137
C 3.52663 4.98576 0.03452
C 2.46090 5.07605 -0.84961
C 1.63827 3.98847 -1.10560
C 0.48274 4.16371 -2.06016
C 1.89046 2.74960 -0.48677
As 0.68479 1.28666 -1.12170
N 1.11835 -0.38499 -0.43349
C 2.38925 -0.88567 -0.60170
C 3.49896 -0.14196 -1.06172
C 4.76566 -0.66530 -1.19126
C 5.02494 -1.99320 -0.86867
C 3.96481 -2.77249 -0.45527
C 2.69468 -2.23694 -0.35026
C 1.33650 0.97541 -3.04342
C 0.40250 0.20643 -3.77274
C -1.00221 -0.03518 -3.27171
C 0.71276 -0.28881 -5.03315
C 1.93097 -0.02290 -5.63916
C 2.27626 -0.58314 -6.99313
C 2.80615 0.80762 -4.96353
C 2.53374 1.31686 -3.69326
C 3.56609 2.28756 -3.16813
C 2.85996 2.69642 0.52851
C 3.09969 1.49880 1.41122
C 3.67067 3.80834 0.75077
H 4.20890 6.98293 -0.38918
H 5.49672 5.80008 -0.13244
H 4.59357 6.42238 1.24561
H 2.27100 6.01421 -1.36235
H 0.45147 5.18373 -2.44297
H -0.46005 3.95093 -1.55036
H 0.55424 3.47825 -2.90855
H 3.34502 0.89777 -1.28907
H 5.56847 -0.02629 -1.54121
H 6.02189 -2.40763 -0.93361
H 4.10612 -3.82142 -0.21959
H 0.77237 -2.57739 0.06547
H -1.00012 -0.43173 -2.26074
H -1.52869 -0.73108 -3.92502
H -1.55573 0.90613 -3.24827
H -0.01961 -0.89222 -5.56038
H 1.52598 -1.30215 -7.32081
H 3.24645 -1.08163 -6.96832
H 2.33169 0.21366 -7.73837
H 3.74485 1.07961 -5.43810
H 4.56181 2.00627 -3.51389
H 3.58845 2.37147 -2.08779
H 3.34893 3.28452 -3.56204
H 2.26311 0.81139 1.40787
H 3.25376 1.82954 2.43811
H 3.98822 0.94556 1.10357
H 4.44347 3.73693 1.51091

Löwdin population analysis, charges in e, atoms 1 to 99:
1. Sc 0.972
2. C -0.441
3. S 0.796
4. C -1.150
5. S 0.618
6. N -0.134
7. N -0.144
8. C -0.128
9. C -0.226
10. C -0.068
11. C -0.133
12. C -0.104
13. C -0.070
14. N 0.019
15. H 0.021
16. H 0.025
17. H -0.028
18. H 0.140
19. H 0.119
20. H 0.079
21. H 0.106
22. H 0.122
23. S 0.993
24. C -0.418
25. C -0.236
26. C -0.230
27. C -0.543
28. C -0.351
29. C -0.054
30. C -0.064
31. C -0.055
32. C -0.150
33. N 0.042
34. H 0.058
35. H 0.049
36. H 0.088
37. H 0.104
38. H 0.102
39. H 0.107
40. C -0.065
41. C -0.292
42. C -0.045
43. C -0.269
44. C -0.036
45. C -0.070
46. C -0.325
47. C -0.024
48. N -0.046
49. C -0.595
50. C -0.059
51. C -0.070
52. C -0.065
53. H 0.065
54. H 0.074
55. H 0.072
56. H 0.099
57. H 0.069
58. H 0.070
59. H 0.084
60. H 0.044
61. H 0.081
62. H 0.038
63. H 0.079
64. H 0.079
65. H 0.010
66. H 0.085
67. H 0.084
68. H 0.066
69. H 0.087
70. H 0.082
71. C -0.058
72. C -0.274
73. C -0.028
74. C -0.302
75. C -0.065
76. C -0.283
77. As 1.360
78. N -0.278
79. C -0.324
80. C -0.077
81. C -0.077
82. C -0.092
83. C -0.020
84. C -0.137
85. C -0.222
86. C -0.275
87. C -0.092
88. C -0.027
89. C -0.277
90. C -0.057
91. C -0.029
92. C -0.260
93. C -0.053
94. C -0.259
95. C -0.049
96. C -0.016
97. H 0.068
98. H 0.077
99. H 0.076



It is found that the E_HOMO values, taken in the order of the records, are -7.6; -4.1 eV.
It is found that the energy relative to the best compared isomer or geometry (same formula, charge and spin) values, taken in the order of the records, are 147.4; 296.3 kJ/mol.
It is found that the electronic energy values, taken in the order of the records, are -6758.18550; -6574.67183 Ha.